Entry from OMol25: a structure of composition C5H11O4PSi (the ωB97M-V functional and the def2-TZVPD basis).

```
! RIJCOSX wB97M-V def2-TZVPD def2/J DEFGRID3
* xyz -2 3
C 1.168 -0.700 -1.030
C 1.016 -1.624 0.175
C 0.044 0.511 -0.948
C 1.101 -0.957 1.564
C -0.802 0.407 0.193
O -2.170 -1.982 1.273
O -3.172 0.133 0.122
O -1.985 -1.572 -1.381
O 0.443 0.220 1.727
Si -2.481 1.660 0.251
P -1.978 -1.075 0.102
H 2.141 -0.282 -0.920
H 1.192 -1.217 -2.088
H -0.011 -2.026 0.175
H 1.796 -2.480 -0.006
H 0.361 1.587 -1.182
H -0.713 0.226 -1.759
H 0.858 -1.746 2.350
H 2.308 -0.972 1.698
H -2.150 2.106 -1.086
H -2.031 2.376 1.637
H -3.685 2.438 0.222
*
```

**Orbital gap (alpha / beta)**: 3.88 / 5.92 eV
**Expectation value of S²**: 2.01

Now the Löwdin charges, all in e: -0.186 -0.277 -0.304 -0.475 -0.342 -0.367 -0.466 -0.419 -0.287 0.304 0.341 0.053 0.116 0.039 0.118 0.107 0.074 0.082 0.076 -0.043 -0.014 -0.128